Record 1
{"formula": "C36H52BN8OS3Sr", "method": "wB97M-V/def2-TZVPD", "symbols": ["Sr", "C", "N", "C", "C", "N", "C", "C", "C", "C", "C", "C", "C", "S", "C", "C", "C", "C", "C", "C", "S", "H", "H", "H", "H", "H", "H", "H", "H", "H", "H", "H", "H", "H", "H", "H", "H", "H", "H", "C", "C", "C", "C", "C", "C", "N", "N", "B", "N", "C", "C", "C", "N", "C", "C", "C", "N", "C", "C", "C", "N", "C", "C", "C", "H", "H", "H", "H", "H", "H", "H", "H", "H", "H", "H", "H", "H", "H", "H", "H", "H", "H", "H", "H", "H", "H", "H", "H", "H", "H", "H", "H", "C", "S", "C", "O", "H", "H", "H", "H", "H", "H"], "positions_angstrom": [[0.39, 0.45, 0.01], [-1.22, 1.32, 2.92], [-0.20, 1.95, 2.08], [-0.83, 2.71, 1.00], [0.10, 3.41, -0.04], [0.47, 2.64, -1.23], [-0.62, 2.39, -2.16], [1.65, 3.17, -1.88], [1.72, 4.52, -2.19], [2.82, 5.06, -2.82], [3.88, 4.21, -3.14], [3.81, 2.87, -2.85], [2.70, 2.29, -2.21], [2.66, 0.58, -1.89], [0.75, 2.75, 2.83], [0.29, 3.76, 3.66], [1.16, 4.53, 4.40], [2.53, 4.27, 4.30], [2.99, 3.27, 3.47], [2.12, 2.47, 2.71], [2.76, 1.22, 1.68], [-1.82, 2.05, 3.47], [-0.73, 0.67, 3.64], [-1.88, 0.72, 2.30], [-1.44, 3.53, 1.43], [-1.57, 2.04, 0.54], [1.02, 3.69, 0.46], [-0.43, 4.34, -0.28], [-1.08, 3.31, -2.54], [-1.40, 1.79, -1.68], [-0.23, 1.81, -3.00], [0.88, 5.16, -1.93], [2.87, 6.12, -3.05], [4.76, 4.61, -3.63], [4.63, 2.21, -3.10], [-0.78, 3.96, 3.73], [0.79, 5.32, 5.05], [3.24, 4.86, 4.87], [4.05, 3.08, 3.39], [2.87, -2.14, 2.38], [1.69, -2.22, 3.35], [1.54, -0.97, 4.22], [0.40, -2.57, 2.68], [-0.49, -3.56, 3.13], [-1.51, -3.57, 2.21], [-1.23, -2.65, 1.27], [-0.06, -2.03, 1.54], [-2.12, -2.47, 0.02], [-1.36, -2.61, -1.30], [-1.69, -3.54, -2.22], [-0.79, -3.47, -3.25], [0.09, -2.44, -2.87], [-0.26, -1.93, -1.69], [1.28, -1.96, -3.65], [0.87, -0.88, -4.65], [1.99, -3.11, -4.36], [-3.01, -1.19, 0.06], [-4.33, -1.26, 0.29], [-4.86, 0.00, 0.15], [-3.77, 0.81, -0.17], [-2.64, 0.08, -0.21], [-3.87, 2.28, -0.47], [-4.75, 2.51, -1.69], [-4.41, 3.05, 0.74], [3.71, -1.62, 2.84], [3.20, -3.13, 2.07], [2.60, -1.59, 1.47], [1.88, -3.05, 4.04], [1.37, -0.09, 3.60], [0.71, -1.09, 4.93], [2.46, -0.78, 4.79], [-0.38, -4.18, 4.01], [-2.40, -4.17, 2.13], [-2.90, -3.38, 0.06], [-2.54, -4.19, -2.05], [-0.77, -4.07, -4.14], [1.97, -1.51, -2.95], [0.10, -1.25, -5.33], [0.48, -0.01, -4.12], [1.73, -0.55, -5.23], [1.35, -3.57, -5.12], [2.88, -2.74, -4.85], [2.29, -3.88, -3.65], [-4.79, -2.21, 0.50], [-5.89, 0.29, 0.25], [-2.89, 2.68, -0.71], [-5.76, 2.14, -1.52], [-4.82, 3.58, -1.92], [-4.35, 2.00, -2.57], [-5.44, 2.76, 0.95], [-3.82, 2.83, 1.64], [-4.38, 4.12, 0.56], [1.37, -5.69, 1.01], [1.25, -4.63, -0.44], [1.17, -5.97, -1.65], [2.59, -4.03, -0.63], [0.47, -6.31, 1.08], [1.43, -5.04, 1.87], [2.27, -6.30, 0.92], [0.32, -6.62, -1.43], [2.11, -6.52, -1.60], [1.04, -5.52, -2.62]], "orbital_gap_ev": 6.0, "charge": -1, "homo_ha": -0.138, "relative_energy_kj_mol": 115.46, "multiplicity": 1, "total_energy_ha": -3166.6631}

***

Record 2
{"formula": "C17H25N6O8STi", "method": "wB97M-V/def2-TZVPD", "symbols": ["Ti", "O", "C", "O", "C", "C", "C", "C", "C", "N", "C", "O", "O", "H", "H", "H", "C", "C", "S", "O", "O", "C", "C", "N", "C", "N", "C", "C", "N", "O", "O", "C", "H", "H", "H", "H", "H", "H", "H", "H", "H", "H", "H", "H", "H", "N", "C", "C", "N", "H", "H", "H", "H", "H", "H", "H", "H", "H"], "positions_angstrom": [[-1.63, 0.10, 0.76], [-1.50, 2.02, 4.29], [-1.18, 1.49, 3.26], [-1.66, 0.36, 2.78], [-0.19, 2.15, 2.30], [0.57, 3.28, 2.54], [1.35, 3.77, 1.49], [1.34, 3.14, 0.24], [0.54, 2.02, 0.10], [-0.18, 1.57, 1.11], [0.36, 1.17, -1.17], [1.05, 1.34, -2.14], [-0.57, 0.25, -1.00], [0.54, 3.75, 3.51], [1.95, 4.65, 1.64], [1.92, 3.51, -0.59], [-4.13, 5.18, 1.65], [-3.52, 3.86, 2.10], [-4.15, 2.48, 1.16], [-5.12, 2.91, 0.21], [-2.98, 1.75, 0.65], [-4.92, 1.41, 2.35], [-5.66, 0.25, 1.69], [-4.77, -0.65, 0.97], [-3.81, -1.40, 1.58], [-2.88, -1.81, 0.74], [-3.17, -1.21, -0.49], [-4.40, -0.56, -0.38], [-5.18, -0.04, -1.38], [-4.64, 0.09, -2.48], [-6.32, 0.37, -1.10], [-3.85, -1.78, 3.02], [-3.71, 5.97, 2.27], [-5.21, 5.19, 1.77], [-3.90, 5.38, 0.61], [-3.73, 3.63, 3.15], [-2.44, 3.82, 1.97], [-5.63, 2.04, 2.88], [-4.12, 1.10, 3.03], [-6.40, 0.61, 0.97], [-6.18, -0.31, 2.47], [-2.70, -1.49, -1.42], [-4.62, -2.55, 3.17], [-4.07, -0.95, 3.67], [-2.88, -2.18, 3.30], [0.44, -4.26, -1.47], [1.00, -3.16, -0.59], [0.02, -2.84, 0.53], [0.18, -1.47, 1.00], [1.06, -4.49, -2.24], [-0.46, -3.96, -1.87], [0.26, -5.12, -0.94], [1.14, -2.31, -1.25], [1.98, -3.52, -0.25], [0.12, -3.54, 1.36], [-1.01, -2.95, 0.16], [0.62, -0.91, 0.28], [0.72, -1.39, 1.86]], "orbital_gap_ev": [4.7, 8.0], "charge": 1, "homo_ha": [-0.307, -0.430], "relative_energy_kj_mol": 182.73, "multiplicity": 3, "total_energy_ha": -2840.7176}

***

Record 3
{"formula": "C28H84O16", "method": "wB97M-V/def2-TZVPD", "symbols": ["C", "C", "O", "H", "H", "H", "H", "H", "H", "C", "C", "O", "H", "H", "H", "H", "H", "H", "C", "C", "O", "H", "H", "H", "H", "H", "H", "C", "C", "O", "H", "H", "H", "H", "H", "H", "C", "C", "O", "H", "H", "H", "H", "H", "H", "C", "C", "O", "H", "H", "H", "H", "H", "H", "C", "C", "O", "H", "H", "H", "H", "H", "H", "C", "C", "O", "H", "H", "H", "H", "H", "H", "C", "C", "O", "H", "H", "H", "H", "H", "H", "C", "C", "O", "H", "H", "H", "H", "H", "H", "C", "C", "O", "H", "H", "H", "H", "H", "H", "C", "C", "O", "H", "H", "H", "H", "H", "H", "C", "C", "O", "O", "H", "H", "H", "H", "H", "H", "C", "C", "O", "O", "H", "H", "H", "H", "H", "H"], "positions_angstrom": [[-0.30, -1.40, 5.00], [0.23, -2.64, 4.34], [-0.41, -2.85, 3.07], [-0.27, -0.49, 4.41], [0.24, -1.17, 5.92], [-1.34, -1.56, 5.28], [0.06, -3.50, 4.99], [1.31, -2.49, 4.19], [0.19, -3.44, 2.59], [3.87, 4.20, 1.90], [2.40, 3.73, 1.97], [1.71, 4.40, 3.01], [4.61, 3.46, 1.59], [4.15, 4.49, 2.91], [3.99, 5.03, 1.20], [2.28, 2.65, 2.09], [1.89, 3.98, 1.04], [2.15, 4.21, 3.86], [-1.60, -5.44, 0.22], [-0.18, -4.98, -0.14], [0.57, -4.92, 1.06], [-2.17, -5.42, -0.71], [-2.06, -4.71, 0.88], [-1.73, -6.41, 0.69], [-0.27, -4.01, -0.64], [0.19, -5.72, -0.86], [1.52, -4.88, 0.87], [0.83, -3.47, -3.61], [0.85, -4.96, -3.97], [1.91, -5.22, -4.91], [0.04, -3.34, -2.87], [0.65, -2.86, -4.49], [1.74, -3.20, -3.08], [-0.09, -5.24, -4.47], [1.11, -5.59, -3.12], [1.61, -5.08, -5.82], [-3.20, -4.13, -3.16], [-3.08, -2.88, -2.29], [-2.04, -2.02, -2.80], [-2.36, -4.81, -3.03], [-3.31, -3.96, -4.23], [-4.14, -4.62, -2.86], [-2.85, -3.13, -1.25], [-4.03, -2.34, -2.28], [-2.35, -1.70, -3.65], [-0.33, 0.84, 0.73], [-0.55, -0.43, -0.01], [-0.37, -0.23, -1.41], [-0.31, 0.75, 1.82], [-1.01, 1.68, 0.55], [0.66, 1.27, 0.48], [-1.53, -0.87, 0.21], [0.09, -1.24, 0.34], [-1.05, -0.71, -1.92], [-4.59, -1.17, 1.30], [-3.81, -1.90, 2.36], [-2.64, -1.18, 2.67], [-3.97, -0.90, 0.43], [-4.95, -0.20, 1.64], [-5.42, -1.74, 0.87], [-3.57, -2.90, 1.99], [-4.46, -2.04, 3.23], [-1.92, -1.80, 2.89], [3.02, 0.47, 5.42], [1.84, 1.40, 5.24], [2.25, 2.76, 5.19], [2.74, -0.56, 5.64], [3.63, 0.77, 6.29], [3.70, 0.57, 4.57], [1.05, 1.22, 5.98], [1.35, 1.23, 4.28], [2.59, 3.03, 6.05], [-0.60, 5.86, -1.14], [0.44, 4.77, -1.28], [0.33, 4.17, -2.56], [-0.73, 6.35, -2.11], [-0.22, 6.66, -0.49], [-1.52, 5.47, -0.69], [0.34, 3.98, -0.52], [1.46, 5.17, -1.13], [0.83, 3.33, -2.51], [-3.69, 1.92, -1.69], [-2.66, 3.00, -1.40], [-3.07, 3.62, -0.17], [-3.63, 1.46, -2.68], [-4.67, 2.32, -1.41], [-3.59, 1.18, -0.89], [-2.68, 3.75, -2.19], [-1.64, 2.63, -1.26], [-2.32, 3.71, 0.42], [-1.71, 2.97, 4.07], [-1.95, 3.98, 2.94], [-0.94, 3.76, 1.92], [-1.61, 1.95, 3.69], [-2.52, 2.96, 4.80], [-0.76, 3.14, 4.59], [-1.78, 4.97, 3.36], [-2.87, 3.78, 2.41], [-0.07, 3.83, 2.34], [2.67, -2.51, -0.67], [3.40, -3.84, -0.53], [3.35, -4.20, 0.87], [2.91, -1.87, 0.18], [1.60, -2.66, -0.59], [2.87, -1.95, -1.59], [4.44, -3.74, -0.84], [2.94, -4.65, -1.10], [4.21, -4.17, 1.28], [-0.54, 1.30, -4.74], [0.22, 0.03, -5.14], [1.10, 0.24, -6.24], [-1.85, 1.30, -5.22], [0.04, 2.20, -4.99], [-0.47, 1.30, -3.64], [-0.47, -0.75, -5.44], [0.74, -0.37, -4.26], [1.78, 0.85, -5.93], [-2.30, 2.12, -5.02], [3.68, 2.55, -1.61], [2.82, 1.33, -1.84], [1.49, 1.71, -2.17], [3.78, 3.30, -2.79], [4.63, 2.15, -1.23], [3.29, 3.16, -0.78], [2.84, 0.73, -0.92], [3.19, 0.79, -2.71], [0.83, 1.06, -1.86], [3.88, 4.23, -2.57]], "orbital_gap_ev": 9.3, "homo_ha": -0.337, "relative_energy_kj_mol": 0.00, "multiplicity": 1, "total_energy_ha": -2320.8963}

***

Record 4
{"formula": "C4H34O14", "method": "wB97M-V/def2-TZVPD", "symbols": ["C", "C", "C", "O", "C", "O", "H", "H", "H", "H", "H", "H", "H", "H", "H", "H", "H", "H", "O", "H", "H", "O", "H", "H", "O", "H", "H", "O", "H", "H", "O", "H", "H", "O", "H", "H", "O", "H", "H", "O", "H", "H", "O", "H", "H", "O", "H", "H", "O", "H", "H", "O"], "positions_angstrom": [[-0.44, -0.22, 0.36], [0.36, -0.42, 1.63], [0.82, 0.81, 2.38], [-0.12, 0.99, 3.49], [-0.49, -1.48, -0.58], [0.58, -1.51, -1.54], [0.15, 0.43, -0.30], [-1.43, 0.20, 0.49], [1.25, -0.96, 1.34], [-0.31, -1.07, 2.23], [0.50, 1.66, 1.78], [1.83, 0.79, 2.81], [-0.07, 0.39, 4.24], [-1.38, -1.47, -1.20], [-0.39, -2.43, 0.04], [1.48, -1.20, -1.32], [-1.79, -2.92, 2.20], [-1.10, -4.23, 2.34], [-1.26, -3.54, 1.68], [-3.31, -1.51, 2.79], [-3.63, -0.02, 3.07], [-3.01, -0.73, 3.25], [-4.22, 0.01, -0.84], [-4.56, -1.42, -0.40], [-4.48, -0.50, -0.06], [3.69, -0.17, 0.61], [4.17, -0.80, 1.88], [4.01, 0.07, 1.50], [2.88, 1.65, 0.37], [1.78, 2.35, -0.36], [2.57, 1.80, -0.53], [1.80, 0.60, -4.01], [2.46, 0.93, -2.61], [2.63, 0.58, -3.50], [-0.62, -0.52, -4.18], [-0.02, -0.42, -2.72], [0.02, -0.06, -3.63], [0.31, 2.31, -3.98], [1.41, 3.19, -3.52], [0.50, 2.96, -3.29], [3.42, -0.89, -1.65], [2.92, -2.20, -0.79], [3.18, -1.28, -0.79], [-1.51, 2.99, 1.08], [-1.50, 2.10, 2.36], [-2.05, 2.68, 1.82], [0.63, 4.77, -1.06], [0.47, 3.33, -1.47], [0.52, 3.89, -0.67], [-2.70, -3.59, 0.37], [-2.78, -3.05, -0.99], [-3.19, -2.92, -0.13]], "orbital_gap_ev": 10.0, "homo_ha": -0.368, "relative_energy_kj_mol": 266.55, "multiplicity": 1, "total_energy_ha": -1226.1111}